No. 1
Density functional theory data (the ωB97M-V functional and the def2-TZVPD basis) for a molecular structure, C49H48N2O2RuSSe2 at a distorted geometry.

```
105
C49H48N2O2RuSSe2 (the ωB97M-V functional and the def2-TZVPD basis)
Ru 0.09 -0.24 0.76
O 0.64 0.59 -1.00
C 0.01 0.61 -2.20
C -1.42 -0.05 -2.19
C -2.31 0.68 -1.24
C -3.43 1.37 -1.70
C -4.25 2.01 -0.78
C -3.88 2.02 0.55
C -2.70 1.38 0.93
C -2.17 1.49 2.33
C -0.78 2.21 2.37
O 0.14 1.45 1.73
C -0.38 2.44 3.85
C 0.89 2.06 4.26
C 1.28 2.23 5.58
C 0.42 2.82 6.48
C -0.84 3.23 6.07
C -1.24 3.04 4.76
C -0.76 3.65 1.83
C -1.91 4.40 1.62
C -1.82 5.70 1.17
C -0.58 6.29 0.97
C 0.57 5.55 1.19
C 0.48 4.24 1.62
N -2.00 0.66 0.06
C -0.17 2.06 -2.67
C -0.46 2.35 -4.00
C -0.65 3.66 -4.39
C -0.52 4.69 -3.48
C -0.23 4.40 -2.15
C -0.05 3.09 -1.75
C 0.92 -0.07 -3.25
C 0.50 -1.07 -4.12
C 1.39 -1.61 -5.03
C 2.70 -1.15 -5.09
C 3.11 -0.14 -4.23
C 2.23 0.39 -3.31
H -1.36 -1.10 -1.89
H -1.83 0.01 -3.19
H -3.65 1.38 -2.75
H -5.15 2.50 -1.11
H -4.49 2.52 1.28
H -1.99 0.48 2.72
H -2.89 1.99 2.97
H 1.57 1.64 3.53
H 2.26 1.90 5.89
H 0.73 2.98 7.50
H -1.51 3.71 6.76
H -2.22 3.38 4.46
H -2.89 3.98 1.82
H -2.72 6.27 1.01
H -0.52 7.32 0.66
H 1.54 6.01 1.04
H 1.38 3.68 1.81
H -0.54 1.55 -4.72
H -0.88 3.87 -5.43
H -0.65 5.71 -3.79
H -0.14 5.20 -1.43
H 0.18 2.85 -0.71
H -0.52 -1.44 -4.12
H 1.07 -2.37 -5.72
H 3.38 -1.55 -5.82
H 4.12 0.24 -4.28
H 2.54 1.18 -2.64
C 3.29 -3.99 2.49
Se 3.19 -2.35 1.43
C 3.04 -1.01 2.86
C 1.89 -1.29 3.80
Se 0.23 -1.71 2.81
C -0.96 -1.43 4.34
H 4.22 -3.98 3.05
H 3.28 -4.83 1.80
H 2.43 -4.05 3.15
H 2.89 -0.07 2.31
H 3.99 -0.97 3.40
H 1.69 -0.43 4.46
H 2.10 -2.16 4.42
H -1.05 -0.37 4.59
H -0.56 -1.98 5.19
H -1.94 -1.84 4.08
N 0.28 -1.97 -0.28
S 0.47 -3.56 -0.03
C -1.04 -4.22 -0.79
C -2.00 -4.77 0.05
C -3.20 -5.20 -0.48
C -3.44 -5.06 -1.84
C -2.48 -4.50 -2.67
C -1.27 -4.08 -2.15
C 1.67 -4.02 -1.30
C 2.58 -3.08 -1.77
C 3.49 -3.44 -2.75
C 3.50 -4.74 -3.25
C 2.60 -5.67 -2.75
C 1.69 -5.32 -1.78
H 0.47 -1.74 -1.25
H -1.79 -4.87 1.11
H -3.95 -5.64 0.15
H -4.38 -5.39 -2.26
H -2.66 -4.41 -3.73
H -0.50 -3.67 -2.79
H 2.59 -2.08 -1.37
H 4.19 -2.71 -3.11
H 4.20 -5.01 -4.02
H 2.61 -6.68 -3.13
H 1.00 -6.05 -1.39
```

Its total energy is -7451.3349 a.u. As for the HOMO energy (spin up / spin down): -12.96 / -12.94 eV. Its gap between HOMO and LUMO (spin up / spin down) is 6.74 / 5.03 eV. The net charge is +2. As for the spin multiplicity: 5. The value obtained for the LUMO energy (spin up / spin down) is -6.2 / -7.9 eV. As for the expectation value of S²: 6.0273.

Atomic partial charges in e from the Mulliken method, atoms 1 to 4: number 1, Ru, carries 0.698; number 2, O, carries -0.786; number 3, C, carries 1.796; number 4, C, carries -0.068


No. 2
Density functional theory data (the ωB97M-V functional and the def2-TZVPD basis) for 2 unconnected molecules or ions with the total composition C3H12N3OP at a distorted geometry.

```
20
C3H12N3OP (the ωB97M-V functional and the def2-TZVPD basis)
C 0.09 -1.75 0.77
C 0.80 -1.96 -1.74
C 0.01 -1.10 -0.65
N -1.13 2.73 -0.42
N -0.14 2.32 2.05
N 0.63 0.18 -0.68
O -2.00 0.76 1.27
P -0.89 1.58 0.77
H 1.16 -2.12 1.12
H -0.32 -1.01 1.31
H -0.59 -2.62 0.70
H 1.92 -2.20 -1.51
H 0.85 -1.28 -2.51
H 0.20 -2.95 -1.97
H -1.05 -0.83 -1.08
H -0.21 2.99 -0.75
H -1.83 2.33 -1.00
H 0.55 3.04 1.98
H 0.42 1.70 2.63
H 1.55 0.19 -0.29
```

Its total energy is -702.3048 a.u. As for the energy relative to the best compared isomer or geometry (same formula, charge and spin): 39.3 kcal per mole. As for the HOMO energy (spin up / spin down): -8.11 / -8.11 eV. Its gap between HOMO and LUMO (spin up / spin down) is 8.35 / 8.35 eV. The net charge is 0. The value obtained for the LUMO energy (spin up / spin down) is 0.2 / 0.2 eV.

Atomic partial charges in e from the natural (NBO) method, atoms 1 to 4: number 1, C, carries -0.621; number 2, C, carries -0.617; number 3, C, carries -0.064; number 4, N, carries -1.162


No. 3
Density functional theory data (the ωB97M-V functional and the def2-TZVPD basis) for 2 unconnected molecules or ions with the total composition CH2N2S4 at a distorted geometry.

```
9
CH2N2S4 (the ωB97M-V functional and the def2-TZVPD basis)
N 2.25 0.16 1.25
N 2.65 -0.78 0.81
S 3.34 -1.94 0.22
S -0.69 -1.25 0.28
C -1.00 -0.34 -1.04
S -1.89 1.07 -1.30
S -2.61 1.62 0.58
H -0.55 -0.66 -1.98
H -1.50 2.12 1.19
```

Its total energy is -1741.5036 a.u. As for the energy relative to the best compared isomer or geometry (same formula, charge and spin): 5.9 kcal per mole. As for the HOMO energy: -8.91 eV. Its gap between HOMO and LUMO is 8.48 eV. The net charge is 0. The value obtained for the LUMO energy is -0.4 eV.

Atomic partial charges in e from the natural (NBO) method, atoms 1 to 4: number 1, N, carries 0.001; number 2, N, carries -0.171; number 3, S, carries 0.170; number 4, S, carries 0.021


No. 4
Density functional theory data (the ωB97M-V functional and the def2-TZVPD basis) for a molecular structure, C16H17Br4O2SeSiY.

```
42
C16H17Br4O2SeSiY (the ωB97M-V functional and the def2-TZVPD basis)
Y -0.67 -0.96 -0.44
C 3.14 0.09 -0.97
C 2.23 -1.09 -1.15
C 1.61 -1.35 -2.36
C 0.78 -2.46 -2.52
C 0.55 -3.34 -1.46
C 1.17 -3.09 -0.23
C 2.00 -1.98 -0.08
H 2.85 0.66 -0.08
H 3.09 0.76 -1.83
H 4.17 -0.25 -0.84
H 1.74 -0.67 -3.19
H 0.29 -2.63 -3.48
H -0.09 -4.20 -1.58
H 1.00 -3.75 0.60
H 2.46 -1.78 0.88
Br 1.64 5.58 -1.97
C 0.81 3.89 -2.09
C 0.20 3.48 -3.26
Br 0.19 4.59 -4.78
C -0.42 2.22 -3.33
Br -1.28 1.59 -4.88
C -0.43 1.38 -2.22
O -1.03 0.19 -2.20
C 0.24 1.78 -1.04
O 0.23 0.92 -0.01
C 0.82 3.04 -0.97
Br 1.65 3.50 0.65
C -2.97 -1.44 4.38
Si -2.15 -0.70 2.89
C -0.30 -0.54 3.13
C -2.86 0.98 2.49
Se -2.51 -2.15 1.14
H -2.85 -0.80 5.26
H -2.55 -2.42 4.62
H -4.04 -1.57 4.20
H -0.06 0.07 4.00
H 0.16 -0.01 2.28
H 0.17 -1.51 3.25
H -2.76 1.65 3.35
H -3.91 0.90 2.22
H -2.31 1.43 1.65
```

Its total energy is -13795.8875 a.u. As for the energy relative to the best compared isomer or geometry (same formula, charge and spin): 0.0 kcal per mole. As for the HOMO energy: -7.83 eV. Its gap between HOMO and LUMO is 7.21 eV. The net charge is 0. The value obtained for the LUMO energy is -0.6 eV.

Atomic partial charges in e from the natural (NBO) method, atoms 1 to 4: number 1, Y, carries 1.966; number 2, C, carries -0.652; number 3, C, carries 0.010; number 4, C, carries -0.163


No. 5
Density functional theory data (the ωB97M-V functional and the def2-TZVPD basis) for a molecular structure, C17H23Cl3OW at a distorted geometry.

```
45
C17H23Cl3OW (the ωB97M-V functional and the def2-TZVPD basis)
C -0.70 1.92 -1.51
C 0.42 2.38 -0.71
C 0.09 2.18 0.67
C 1.63 3.04 -1.24
C -1.18 1.51 0.74
C -1.69 1.38 -0.60
C -3.08 0.98 -0.98
C -0.86 2.05 -2.98
C 0.83 2.72 1.84
C -1.93 1.18 1.98
W 0.17 0.14 -0.46
Cl 4.83 1.95 -0.37
Cl 1.38 -0.28 -2.49
Cl 2.14 0.04 0.81
H 1.81 2.77 -2.28
H 2.54 2.73 -0.68
H 1.55 4.14 -1.16
H 1.91 2.71 1.67
H 0.61 2.15 2.75
H 0.54 3.76 2.02
H -1.26 0.98 2.82
H -2.58 0.31 1.83
H -2.58 2.03 2.27
H -3.51 0.31 -0.22
H -3.10 0.49 -1.95
H -3.72 1.87 -1.03
H 0.10 2.15 -3.48
H -1.46 2.94 -3.22
H -1.39 1.18 -3.39
O -1.28 -1.16 -1.78
H -1.88 -1.78 -1.32
C -0.44 -1.48 0.81
C 0.32 -2.69 0.93
C 0.18 -3.52 2.08
C 1.03 -4.61 2.29
C 2.02 -4.93 1.35
C 2.15 -4.16 0.18
C 1.30 -3.09 -0.05
H -0.85 -1.62 -2.52
H -1.38 -1.51 1.40
H -0.58 -3.26 2.82
H 0.92 -5.21 3.19
H 2.68 -5.78 1.52
H 2.91 -4.42 -0.56
H 1.41 -2.51 -0.97
```

Its total energy is -2184.5265 a.u. As for the energy relative to the best compared isomer or geometry (same formula, charge and spin): 0.0 kcal per mole. As for the HOMO energy (spin up / spin down): 0.46 / 0.27 eV. Its gap between HOMO and LUMO (spin up / spin down) is 4.18 / 4.35 eV. The net charge is -2. As for the spin multiplicity: 3. The value obtained for the LUMO energy (spin up / spin down) is 4.6 / 4.6 eV. As for the expectation value of S²: 2.0435.

Atomic partial charges in e from the natural (NBO) method, atoms 1 to 4: number 1, C, carries -0.169; number 2, C, carries -0.039; number 3, C, carries -0.045; number 4, C, carries -0.687


No. 6
Density functional theory data (the ωB97M-V functional and the def2-TZVPD basis) for a molecular structure, C17H19AsClN4O7S4V at a distorted geometry.

```
54
C17H19AsClN4O7S4V (the ωB97M-V functional and the def2-TZVPD basis)
V -0.21 -1.54 0.76
O 6.63 -2.53 3.69
C 5.62 -1.82 3.11
O 5.83 -0.69 2.79
C 4.35 -2.55 2.93
C 4.07 -3.82 3.39
N 2.82 -4.11 3.02
N 2.25 -3.12 2.36
C 3.14 -2.15 2.29
C 2.72 -0.90 1.61
O 3.35 0.11 1.47
O 1.47 -1.00 1.13
H 6.34 -3.43 3.87
H 4.66 -4.55 3.94
H 2.21 -4.92 3.18
S -0.21 -5.65 3.12
As -1.25 -4.19 2.01
S -0.14 -3.68 0.11
S -0.91 -2.11 2.81
S -3.28 -4.45 1.58
Cl -5.65 -0.39 -0.48
C -4.12 -1.29 -0.35
C -3.08 -0.55 0.47
O -3.28 0.29 1.31
O -1.88 -1.00 0.14
H -3.75 -1.47 -1.35
H -4.29 -2.25 0.15
C -1.24 3.17 0.61
C -1.96 2.79 -0.67
N -1.34 3.35 -1.87
C -1.42 4.80 -2.04
C -0.09 5.50 -1.82
C -0.81 2.65 -2.89
O -0.46 3.18 -3.94
C -0.64 1.16 -2.74
C -1.10 0.31 -3.74
C -0.85 -1.04 -3.63
C -0.14 -1.50 -2.53
N 0.31 -0.70 -1.57
C 0.06 0.61 -1.69
H -1.66 2.63 1.45
H -1.32 4.24 0.81
H -0.18 2.92 0.54
H -3.00 3.12 -0.64
H -1.99 1.71 -0.77
H -2.16 5.16 -1.32
H -1.80 5.01 -3.04
H 0.27 5.35 -0.80
H -0.19 6.57 -1.99
H 0.65 5.11 -2.51
H -1.64 0.72 -4.58
H -1.20 -1.74 -4.38
H 0.05 -2.56 -2.40
H 0.45 1.23 -0.89
```

Its total energy is -6637.9268 a.u. As for the HOMO energy (spin up / spin down): -5.39 / -5.39 eV. Its gap between HOMO and LUMO (spin up / spin down) is 6.48 / 7.23 eV. The net charge is -1. As for the spin multiplicity: 2. The value obtained for the LUMO energy (spin up / spin down) is 1.1 / 1.8 eV. As for the expectation value of S²: 0.7837.

Atomic partial charges in e from the Mulliken method, atoms 1 to 4: number 1, V, carries 0.948; number 2, O, carries -0.502; number 3, C, carries 0.448; number 4, O, carries -0.497